The following is a DFT calculation (ωB97M-V/def2-TZVPD) of a structure of composition C56H44IN6S3Sb2V at a distorted geometry.

Properties
Net charge: +1
E_LUMO (alpha / beta) in eV: -3.7 / -3.4
Multiplicity: 2
Relative energy (zero: lowest compared OMol25 entry of this formula, charge and spin) in kJ/mol: 6.5

Cartesian coordinates (Å):
C: 3.789271 1.587759 3.018204
H: 7.840371 0.412859 -2.570296
H: 3.262171 3.356959 4.901104
H: 4.648071 2.058759 3.470004
C: 0.765771 -1.422741 -2.584896
C: 3.940571 0.700459 1.993804
C: 2.171071 -3.072041 0.268204
C: -5.310729 3.894159 -1.358596
C: -2.026129 -2.507741 2.219904
C: 4.984171 2.210059 -2.407596
H: -0.969729 2.889559 4.854404
C: -2.298129 -4.174841 3.904404
C: 3.589871 4.831359 1.161504
H: 0.431471 -1.005941 -4.641396
C: 0.995371 -1.594541 -3.935096
H: -3.932129 5.638159 1.178304
C: -2.791029 -3.490941 2.793404
H: 6.314571 -1.338441 -1.733096
H: 4.617471 3.202159 -2.633696
N: -0.910229 -4.551241 0.031404
H: -4.348929 2.311759 -2.437196
H: 1.040871 3.952359 5.793804
H: 4.532971 5.343359 1.277004
C: 0.001771 2.613159 4.477204
N: -5.028429 -7.055641 0.775804
H: 6.974671 2.676159 -3.028396
C: -0.843329 2.850059 -3.225896
C: -2.970729 4.059359 0.106404
C: -1.677829 -1.230641 -0.464396
H: -3.268729 -1.615141 -4.938896
C: 0.364271 3.754059 -3.057796
C: -2.912529 -0.687941 -1.141896
C: 1.695271 3.027359 -3.047296
C: 2.814771 0.045959 1.478304
C: -2.476329 0.231059 -2.227396
C: -3.903729 -7.556841 1.249404
H: -2.050229 4.136359 0.672404
H: 4.914571 0.469559 1.591404
H: 2.499571 3.758759 -2.974896
N: -0.739129 -0.824241 0.239304
I: -1.739829 0.982359 2.685004
C: 2.266571 3.155259 0.058704
H: 3.005371 -0.673541 0.691204
C: 4.127771 1.245059 -1.899196
H: -5.764729 -4.939041 3.270104
C: 2.495371 5.211259 1.916504
H: -3.616029 -0.205941 -0.456596
H: -3.810529 -3.340341 -3.292496
C: 6.803471 0.642859 -2.384896
H: 0.606271 -2.447841 4.129604
H: 0.435571 4.845459 2.345404
C: 1.353671 1.253059 2.955104
C: -2.529329 -0.166741 -3.500796
C: 2.677071 -3.268041 -3.513096
H: -0.698429 -4.143041 5.345304
H: -2.458829 -1.901841 1.436204
H: -3.759029 -3.708541 2.374504
H: 0.384071 4.458959 -3.896096
H: -2.409729 -7.568641 2.803904
S: -3.155329 -5.502741 4.636504
H: 3.950471 -0.810641 -1.336296
H: -6.220629 3.835059 -1.935896
C: -5.196029 4.828759 -0.344196
H: -4.065329 -2.591041 -0.972496
N: 1.387771 -2.181441 -0.311396
C: -4.258129 3.039959 -1.640596
H: 4.332871 3.514059 -0.354196
C: 1.939771 -2.503641 -4.398496
H: -6.602729 -5.799741 1.076104
H: 2.097071 -2.622441 -5.458796
V: 0.543271 -1.338141 1.276104
C: 2.507871 1.907159 3.507704
C: 6.315871 1.912359 -2.642096
C: -3.980329 -6.147241 3.158904
C: 1.178271 3.527459 0.830604
Sb: -1.349829 1.862859 -1.354696
C: -1.085329 -3.719041 4.433804
H: 0.035871 -0.710441 -2.226796
H: -2.180629 0.477759 -4.293796
C: 1.475771 -2.207041 -1.678796
H: 3.432271 -3.950541 -3.865096
H: 1.827571 2.471759 -3.975896
C: 2.371671 2.878359 4.521604
H: -1.711929 3.436559 -3.523096
C: -5.198229 -5.663541 2.707104
C: -3.091529 -1.445441 -3.887496
N: -0.789629 -2.193441 2.616304
C: -3.329929 -7.137841 2.443904
N: -1.941629 -2.536441 -0.928996
H: -6.012329 5.501659 -0.134596
H: -0.643829 2.108359 -3.997896
C: 3.477371 3.803159 0.240904
H: -3.433329 -8.322641 0.647804
C: -3.397629 -2.390541 -2.995596
C: 2.421871 -3.133541 -2.161096
H: 0.230171 3.006759 0.720704
C: -0.360329 -2.766741 3.747904
H: 2.585271 6.011559 2.634804
C: -4.025529 4.909859 0.388304
C: 5.948371 -0.338641 -1.915296
S: 2.137071 -3.147941 1.937304
C: -3.082229 3.123659 -0.910896
S: 3.154571 -4.007641 -0.831896
H: 0.256571 4.348159 -2.145996
C: 1.287871 4.557859 1.748004
C: 1.538571 0.265159 1.947504
C: -1.412629 -3.634641 -0.452496
C: -5.668929 -6.153441 1.493204
C: 0.112571 1.679859 3.481104
C: 1.144571 3.218659 5.010304
Sb: 2.021371 1.597159 -1.428396
C: 4.620371 -0.033041 -1.682096
C: -3.238729 -2.147741 -1.536396

Cartesian forces (eV/Å) of the 6 atoms listed first:
0.032 -0.204 -0.252
0.145 -0.015 -0.012
0.114 0.014 0.023
0.116 0.135 0.011
-0.068 -0.179 0.205
0.127 0.136 0.196

---

The following is a DFT calculation (ωB97M-V/def2-TZVPD) of a structure of composition C56H46N3OP2PbSSi.

Properties
Net charge: +1
E_LUMO in eV: -2.8
Relative energy (zero: lowest compared OMol25 entry of this formula, charge and spin) in kJ/mol: 47.9

Cartesian coordinates (Å):
H: -3.008367 -3.167575 -1.658779
H: 1.327192 4.976057 -5.708943
C: 4.137347 3.420183 -2.870384
H: 6.145116 2.657641 -2.788191
C: 0.684968 1.876479 -4.346538
H: -1.259339 -0.434693 -5.079439
H: 1.619196 -4.840784 0.097059
C: 2.653978 2.416064 -1.265343
C: -3.891836 2.067190 -4.514994
H: -2.977323 0.632969 5.758011
C: -2.359323 0.928005 -3.043105
H: -3.674441 1.781354 3.679676
C: -0.050558 -3.484106 0.343990
C: 0.511890 2.455686 4.846803
C: -0.372453 -1.027856 -3.217070
Pb: 0.834968 0.140680 0.423564
C: 0.634714 -4.695605 0.522489
H: -2.873115 -4.267040 2.057422
H: 1.113194 2.974334 -0.029808
C: 1.744265 -1.612345 4.487905
C: -6.275446 -3.286181 -0.787402
Si: 0.791836 -2.224209 -0.740143
H: -3.286383 0.721439 1.495230
N: 1.021950 -0.522393 2.689557
H: -1.785487 2.437205 -4.468203
C: -3.213547 0.803619 3.631616
C: 5.152688 2.605014 -2.360775
H: -0.941235 5.294961 3.766790
C: 0.430620 1.673851 3.688313
C: 0.921681 0.300966 3.718862
H: -2.807380 4.004052 -1.755517
H: -1.099847 3.944132 1.711039
C: 1.119819 4.274957 -4.908663
C: 0.920611 4.854187 -3.537439
H: -1.294686 5.440266 -3.342937
H: 1.390105 0.054320 5.753136
C: -0.060617 -3.524521 -4.446572
C: -3.905687 -3.013879 -1.066406
H: -1.900838 -1.591791 5.630746
C: 3.651082 1.633210 -0.721169
C: -0.156237 2.222902 2.533985
C: 0.029401 3.744381 4.897685
C: -5.119072 -3.489339 -1.532266
C: -4.721379 0.418287 -2.980634
N: 1.257385 2.375992 -0.845527
C: -2.817219 0.160174 4.797778
H: 0.971060 2.049988 5.739937
H: -1.544401 -2.671998 3.458327
N: 1.353465 -0.338259 4.829240
C: -1.883968 -4.385172 1.630586
H: 1.256481 5.891980 -3.549896
H: 0.108628 4.322639 5.806808
H: 3.051131 -2.655693 0.218836
C: 0.311014 -3.341166 -3.125053
H: 2.116658 -2.312341 5.213001
S: 3.365336 0.591693 0.668694
H: 1.692443 -2.561383 2.508018
H: 2.805188 -3.476530 -1.331202
C: -3.826664 -2.343328 0.156582
H: -3.258827 -0.499324 -1.719412
C: -0.511463 4.777796 -2.995621
C: -0.691193 3.844635 -2.047567
H: 4.333032 4.112962 -3.677768
C: -6.206718 -2.611558 0.420714
P: -2.171253 -1.740962 0.645724
C: -0.605974 -2.464794 -5.153961
H: 1.309568 2.694927 -6.237634
H: -7.226130 -3.652789 -1.151017
H: 0.487739 0.961567 -4.896000
H: 1.592415 4.753983 -1.571381
C: -2.416920 -1.066120 2.321461
C: -4.986840 -2.142146 0.894632
C: -1.204361 -5.581996 1.786363
H: -4.946754 -1.625681 1.845119
C: -0.772242 -1.236179 -4.537646
H: -5.165415 -4.013229 -2.477844
H: -5.957632 1.514040 -4.352014
H: -1.659164 -6.393139 2.339698
P: -0.704751 0.542066 -2.348586
C: -1.312566 -3.331282 0.922079
C: 2.885321 3.312356 -2.308619
C: -2.599012 1.858429 -4.050396
C: 2.620117 -2.552371 -0.777418
H: -2.093075 2.573666 -0.997089
H: -4.066764 2.795597 -5.296193
C: -0.553614 4.284584 3.754496
C: 0.166080 -2.098863 -2.490419
C: 0.059623 -5.738624 1.232111
H: -5.539972 -0.148800 -2.555473
H: 0.060521 -4.492337 -4.914319
H: -0.919834 -2.599589 -6.180668
H: -1.841438 4.151567 -0.286181
C: -4.953333 1.348899 -3.985054
C: -2.212642 -1.085156 4.725783
C: 1.109002 2.974575 -5.210081
H: 5.726612 1.128546 -0.918418
C: -3.001226 0.200380 2.403559
C: -0.638624 3.537439 2.600485
C: -3.433937 0.216971 -2.511759
C: -1.927861 3.622956 -1.237279
H: 0.593121 -6.673066 1.345146
C: 0.353685 1.867656 -3.048377
C: 4.920767 1.738102 -1.305812
C: 0.576465 3.001317 -2.035594
H: -7.103543 -2.452424 1.004888
H: 3.144456 -1.746027 -1.289445
O: -0.342472 1.583097 1.376761
C: 1.598209 4.065753 -2.429291
H: 0.706343 -4.193134 -2.579683
C: 1.534400 -1.714634 3.154079
C: -2.016088 -1.698613 3.494334

Cartesian forces (eV/Å) of the 6 atoms listed first:
0.017 0.011 -0.005
0.019 0.009 0.001
0.051 -0.060 0.037
0.006 -0.002 -0.006
-0.066 0.014 -0.027
0.016 0.006 -0.002

---

Among the records above, which one has the lowest relative energy (zero: lowest compared OMol25 entry of this formula, charge and spin)?
C56H44IN6S3Sb2V

---

Look up the net charge of the second one.
+1

---

Look up the net charge of the second one.
+1